{
  "formula": "C31H45BrFeN2P2",
  "method": "ωB97M-V/def2-TZVPD",
  "lumo_ha": [-0.27309, -0.31162],
  "charge": 2,
  "e_above_lowest_kcal_mol": 0.00,
  "spin_multiplicity": 5,
  "species": ["C", "C", "C", "C", "N", "C", "C", "C", "C", "C", "C", "C", "C", "C", "Fe", "P", "H", "H", "H", "H", "H", "H", "H", "H", "C", "C", "H", "H", "H", "H", "H", "C", "C", "H", "H", "H", "H", "H", "C", "C", "H", "H", "H", "H", "H", "Br", "P", "C", "C", "H", "H", "H", "H", "H", "C", "C", "H", "H", "H", "H", "H", "C", "C", "H", "H", "H", "H", "H", "N", "C", "C", "C", "C", "C", "C", "H", "H", "H", "H", "H", "H", "H"],
  "positions_angstrom": [[-0.8329, 7.1510, -4.0507], [-1.0505, 5.7769, -4.3311], [-1.3079, 5.4726, -5.6835], [-1.3549, 6.4898, -6.6605], [-1.1472, 7.7696, -6.3550], [-0.8966, 8.1085, -5.0913], [-0.9655, 4.6928, -3.3539], [-0.9096, 3.8492, -2.4744], [-0.9284, 3.0232, -1.3378], [0.2475, 2.8778, -0.5778], [0.3683, 1.8049, 0.2988], [-0.7786, 0.9744, 0.5378], [-2.0199, 1.3291, -0.0743], [-2.0920, 2.2827, -1.0494], [-0.3772, -0.8418, -0.7170], [1.7175, -1.3474, 0.9077], [-1.4243, 4.4291, -5.9692], [-0.5686, 7.4639, -3.0414], [-1.5612, 6.2047, -7.7000], [-0.7256, 9.1690, -4.8523], [-3.0070, 2.5173, -1.5959], [1.0323, 3.6314, -0.7510], [-2.8918, 0.8259, 0.3550], [1.3240, 1.6330, 0.7533], [2.0614, -2.9404, 1.8417], [3.0740, -3.9846, 1.3308], [1.0495, -3.3746, 1.9161], [2.3391, -2.6484, 2.8757], [3.1500, -4.8356, 2.0322], [2.7772, -4.3794, 0.3507], [4.0855, -3.5595, 1.2546], [2.1816, -1.5654, -0.8680], [3.0245, -0.5090, -1.5554], [1.1873, -1.5255, -1.3800], [2.6365, -2.5549, -0.9334], [2.9391, -0.6925, -2.6325], [2.6347, 0.4993, -1.3728], [4.0864, -0.5419, -1.3158], [3.1008, -0.3098, 1.5907], [4.5353, -0.8532, 1.4440], [2.8761, -0.1194, 2.6531], [3.0322, 0.6651, 1.0862], [5.2621, -0.0305, 1.5681], [4.7561, -1.6250, 2.1958], [4.6938, -1.2830, 0.4474], [-1.3709, -0.5669, 2.0273], [-2.4175, -3.3144, -1.4677], [-0.5913, -3.6025, -1.2608], [-0.0884, -4.9595, -1.7434], [-0.2582, -3.4386, -0.2377], [-0.1798, -2.8410, -1.9530], [0.9794, -4.8986, -1.9965], [-0.2055, -5.7406, -0.9880], [-0.5926, -5.2769, -2.6628], [-3.0607, -3.0798, 0.2482], [-4.4614, -3.6405, 0.5090], [-3.0469, -2.0140, 0.5255], [-2.3755, -3.6213, 0.9023], [-4.6082, -3.7053, 1.6000], [-5.2449, -2.9734, 0.1081], [-4.5816, -4.6649, 0.1127], [-2.5739, -1.6625, -2.2184], [-2.9110, -1.7427, -3.7168], [-1.6212, -1.0510, -2.1068], [-3.3937, -1.1582, -1.6980], [-3.2693, -0.7849, -4.1063], [-2.0374, -2.0186, -4.3123], [-3.6949, -2.4727, -3.9340], [0.3447, 1.5439, 3.4806], [0.4225, 1.0260, 4.7295], [1.6682, 0.7264, 5.3584], [1.6940, 0.3254, 6.6995], [0.5000, 0.1746, 7.4416], [-0.7359, 0.3585, 6.8093], [-0.7641, 0.7548, 5.4671], [1.1982, 1.6675, 2.9282], [-0.4679, 1.3299, 2.9003], [2.5994, 0.8333, 4.7714], [2.6589, 0.2146, 7.2145], [0.5429, 0.0030, 8.5192], [-1.6689, 0.2742, 7.3837], [-1.7195, 0.8774, 4.9508]],
  "forces_ev_per_angstrom": [[0.131, -0.283, 0.052], [0.188, 0.522, -1.016], [0.034, -0.016, -0.011], [0.134, -0.668, 1.063], [-0.126, 0.135, -0.226], [-0.002, -1.060, 0.756], [-0.002, 0.334, 0.549], [-0.254, 1.859, -1.099], [0.017, -0.430, -0.387], [-0.268, -0.205, -0.100], [-0.554, -0.351, 0.466], [-1.332, -0.316, -0.075], [-0.048, -0.966, 1.181], [0.339, 0.420, -0.295], [0.023, -0.022, 2.024], [1.650, -0.279, 0.342], [-0.120, 0.246, -0.072], [-0.182, -0.004, -0.225], [0.136, 0.389, 0.415], [-0.101, -0.571, -0.276], [0.214, -0.186, 0.284], [-0.116, -0.848, 0.169], [0.071, 0.213, -0.670], [0.090, -0.115, 0.374], [-0.883, -0.250, 0.213], [0.129, 0.249, -0.202], [0.412, -0.226, 0.190], [-0.277, 0.175, -0.571], [-0.262, 0.455, -0.283], [0.140, -0.011, 0.209], [-0.368, -0.154, -0.091], [0.429, 0.127, 0.758], [-0.142, 0.318, -0.651], [0.797, -0.826, -0.827], [-0.482, -0.172, -0.650], [0.155, 0.167, 0.110], [0.181, -0.084, 0.021], [-0.215, -0.018, 0.148], [-0.279, 0.851, 0.008], [-0.012, -0.200, -0.056], [-0.074, -0.115, -0.327], [0.129, -0.172, 0.134], [-0.388, -0.359, 0.028], [-0.077, 0.302, -0.262], [0.104, 0.035, 0.355], [0.951, 1.480, -1.716], [-0.859, -1.717, 0.234], [-0.434, 0.710, -0.587], [0.450, -0.284, -0.377], [0.145, 0.265, 0.358], [0.301, -0.164, 0.086], [-0.179, -0.051, 0.198], [-0.126, 0.153, -0.088], [-0.059, 0.104, 0.262], [0.029, 0.198, 0.163], [-0.338, -0.112, 0.109], [0.073, -0.426, -0.006], [0.217, 0.133, 0.086], [-0.055, 0.090, -0.408], [0.268, -0.467, 0.047], [0.005, 0.559, 0.031], [-0.247, 0.085, -0.255], [0.362, 0.503, -0.413], [-0.373, 0.363, -0.467], [0.274, 0.192, 0.098], [0.129, -0.022, 0.158], [-0.053, -0.102, 0.069], [0.134, -0.029, 0.394], [0.253, 0.806, -2.422], [0.174, -1.531, 2.698], [-0.624, 0.137, -0.330], [-0.391, 0.287, 0.244], [0.301, 0.353, -0.358], [0.544, 0.223, -0.173], [0.331, 0.039, -0.404], [-0.530, -0.125, 0.738], [0.708, 0.516, 0.966], [-0.486, 0.094, 0.516], [-0.492, -0.095, -0.353], [0.029, -0.163, -0.429], [0.471, -0.088, -0.403], [0.162, 0.192, 0.259]]
}

---

{
  "formula": "C31H45ClCoF5PS",
  "method": "ωB97M-V/def2-TZVPD",
  "lumo_ha": [0.09368, 0.09351],
  "charge": -1,
  "spin_multiplicity": 5,
  "species": ["Co", "Cl", "P", "C", "H", "H", "C", "C", "C", "H", "C", "H", "H", "C", "H", "H", "C", "H", "H", "C", "H", "H", "H", "H", "C", "C", "H", "C", "H", "H", "C", "H", "H", "C", "H", "H", "C", "H", "H", "H", "H", "C", "H", "C", "H", "H", "C", "H", "H", "C", "H", "H", "C", "H", "H", "H", "H", "C", "C", "H", "C", "H", "C", "H", "H", "C", "H", "H", "C", "H", "H", "H", "H", "F", "C", "C", "F", "C", "F", "C", "S", "C", "F", "C", "F"],
  "positions_angstrom": [[-0.5097, -0.0254, 1.2849], [-2.5448, 0.7349, 0.9733], [-0.3015, 0.1474, -1.0150], [-1.1375, 1.2807, 4.0121], [-0.4069, 2.0187, 3.7168], [-2.0587, 1.6349, 4.4802], [1.1377, -0.7414, -1.8248], [-0.2735, 1.9530, -1.3941], [2.4836, -0.0672, -1.5518], [1.1358, -1.7355, -1.3356], [3.6073, -1.0095, -2.0027], [2.5342, 0.8880, -2.0924], [2.5994, 0.1566, -0.4808], [3.4637, -1.4148, -3.4689], [4.5746, -0.5306, -1.8445], [3.5939, -1.9072, -1.3679], [2.0590, -1.9341, -3.7996], [3.6886, -0.5585, -4.1171], [4.1952, -2.1879, -3.7235], [0.9441, -0.9840, -3.3297], [1.9502, -2.1198, -4.8747], [1.9039, -2.8966, -3.2859], [0.9870, -0.0260, -3.8740], [-0.0373, -1.4328, -3.5591], [-1.9058, -0.4443, -1.7881], [0.2049, 2.3113, -2.8097], [-1.3395, 2.2259, -1.2879], [-0.0915, 3.7955, -3.0812], [1.2868, 2.1286, -2.8843], [-0.2795, 1.7035, -3.5874], [0.5898, 4.7161, -2.0581], [0.2140, 4.0612, -4.1029], [-1.1826, 3.9422, -3.0117], [0.3202, 4.2820, -0.6133], [1.6724, 4.7495, -2.2472], [0.2228, 5.7392, -2.2043], [0.5144, 2.7646, -0.3675], [0.9506, 4.8532, 0.0799], [-0.7266, 4.5252, -0.3716], [1.5862, 2.5160, -0.4237], [0.1814, 2.5306, 0.6561], [-2.0072, -1.9668, -1.8015], [-2.6629, -0.0921, -1.0648], [-3.3998, -2.4412, -2.2704], [-1.2361, -2.3935, -2.4623], [-1.7978, -2.3599, -0.7951], [-3.8511, -1.7852, -3.5800], [-3.3863, -3.5308, -2.3899], [-4.1460, -2.2138, -1.4921], [-3.7104, -0.2587, -3.5603], [-3.2728, -2.1911, -4.4206], [-4.8958, -2.0401, -3.7880], [-2.3054, 0.1973, -3.1119], [-3.9141, 0.1516, -4.5588], [-4.4695, 0.1629, -2.8769], [-1.5633, -0.0818, -3.8768], [-2.3070, 1.2963, -3.0463], [0.1359, -1.7549, 1.4327], [-0.9259, -0.0459, 3.9996], [0.2095, -2.2106, 0.4316], [-1.9941, -0.9203, 4.5667], [0.0444, -0.5520, 3.9276], [-1.6487, -2.4125, 4.5023], [-2.1006, -0.6898, 5.6363], [-2.9732, -0.7139, 4.1064], [-1.6004, -2.9747, 3.0604], [-0.6545, -2.5540, 4.9508], [-2.3560, -3.0089, 5.1015], [-0.1431, -2.8490, 2.4446], [-1.8678, -4.0604, 3.1195], [-2.3332, -2.4745, 2.3964], [0.5893, -2.7658, 3.2838], [0.0569, -3.8700, 2.0330], [3.1533, 1.4628, 7.1459], [2.9385, 1.0805, 5.8650], [2.5982, 2.0288, 4.9014], [2.5333, 3.3349, 5.2497], [2.2415, 1.6099, 3.6216], [2.0535, 2.5489, 2.6595], [2.1677, 0.2416, 3.2780], [1.6091, -0.4308, 1.7066], [2.5748, -0.6686, 4.2657], [2.6298, -1.9842, 3.9554], [2.9536, -0.2749, 5.5391], [3.2272, -1.1877, 6.4920]],
  "forces_ev_per_angstrom": [[-1.198, 1.860, 0.393], [-1.372, 0.858, 0.778], [-0.100, -0.302, -0.012], [0.547, -0.780, 0.201], [0.145, 0.019, 0.006], [-0.006, 0.078, -0.668], [-1.143, 0.366, -0.371], [0.087, -0.258, -0.678], [0.179, -0.187, 0.215], [0.012, 0.380, -0.040], [-0.064, 0.099, 0.002], [0.106, -0.241, 0.026], [-0.055, -0.058, -0.458], [-0.155, -0.068, -0.219], [0.083, -0.005, 0.017], [-0.060, 0.141, -0.064], [-0.249, 0.020, -0.022], [-0.049, 0.039, 0.086], [0.036, 0.046, 0.030], [0.430, -0.227, -0.144], [0.147, -0.049, 0.078], [0.052, 0.124, -0.136], [0.102, -0.303, 0.117], [0.522, 0.215, 0.149], [-0.123, 0.428, 0.055], [-0.221, 0.504, -0.157], [0.249, -0.053, -0.029], [0.062, -0.064, 0.071], [-0.250, 0.117, -0.028], [0.166, 0.164, 0.332], [0.054, -0.046, -0.113], [-0.078, 0.034, 0.174], [0.208, -0.031, -0.092], [-0.209, -0.294, 0.092], [-0.121, -0.134, 0.019], [0.104, -0.053, 0.043], [0.115, 0.501, 0.118], [-0.123, -0.092, -0.102], [0.176, -0.044, 0.009], [-0.234, -0.012, 0.049], [0.136, 0.009, -0.288], [-0.031, -0.309, -0.192], [0.541, -0.184, -0.225], [0.043, 0.158, 0.156], [-0.253, -0.040, 0.109], [-0.084, 0.133, -0.186], [0.083, 0.082, -0.136], [-0.056, 0.101, 0.048], [0.241, -0.005, -0.088], [0.163, 0.051, 0.191], [0.086, 0.043, 0.092], [0.056, -0.071, 0.038], [-0.115, -0.246, -0.574], [-0.059, -0.077, 0.162], [0.285, -0.088, -0.131], [-0.325, 0.147, -0.076], [0.044, -0.346, 0.072], [-0.669, -2.769, -0.491], [-0.061, 0.722, 1.141], [0.574, 0.114, 0.274], [-0.526, -0.911, 0.603], [-0.364, 0.652, -0.594], [-0.379, -0.065, -0.545], [-0.046, 0.188, -0.095], [0.289, -0.104, -0.021], [0.716, -0.161, 0.116], [-0.214, -0.049, 0.045], [0.081, 0.326, -0.090], [0.151, -0.881, 0.727], [0.198, 0.767, -0.215], [0.272, -0.191, 0.351], [-0.613, -0.076, -0.407], [0.142, 0.787, -0.096], [-0.203, -0.018, 0.031], [0.327, 0.329, -0.032], [-0.706, -0.547, -0.640], [0.323, -0.117, -0.073], [-0.218, -0.127, 0.985], [0.055, 0.031, -0.043], [1.066, -0.001, -0.566], [1.257, -0.153, 0.771], [0.275, 0.272, 0.774], [0.216, 0.000, 0.149], [-0.741, -0.131, -0.696], [0.273, 0.065, -0.061]]
}

---

{
  "formula": "C31H45ClF5OPPb",
  "method": "ωB97M-V/def2-TZVPD",
  "lumo_ha": [-0.09015, -0.03628],
  "charge": 0,
  "e_above_lowest_kcal_mol": 21.01,
  "species": ["Pb", "Cl", "P", "C", "H", "H", "C", "C", "C", "H", "C", "H", "H", "C", "H", "H", "C", "H", "H", "C", "H", "H", "H", "H", "C", "C", "H", "C", "H", "H", "C", "H", "H", "C", "H", "H", "C", "H", "H", "H", "H", "C", "H", "C", "H", "H", "C", "H", "H", "C", "H", "H", "C", "H", "H", "H", "H", "C", "C", "H", "C", "H", "C", "H", "H", "C", "H", "H", "C", "H", "H", "H", "H", "F", "C", "C", "F", "C", "F", "C", "O", "C", "F", "C", "F"],
  "positions_angstrom": [[-1.4982, 0.5328, 2.1083], [-3.7346, -0.6466, 1.7723], [-0.4975, 0.3389, -0.9481], [-1.2818, 1.4491, 3.8853], [-0.3120, 1.8401, 4.1929], [-2.0940, 1.5101, 4.6208], [0.9162, -0.5875, -1.7643], [-0.3661, 2.1187, -1.5140], [2.2613, 0.0199, -1.3411], [0.8277, -1.5790, -1.2774], [3.4158, -0.9189, -1.7057], [2.4071, 0.9871, -1.8473], [2.2655, 0.2204, -0.2594], [3.4086, -1.2956, -3.1904], [4.3653, -0.4388, -1.4397], [3.3325, -1.8256, -1.0906], [2.0335, -1.7564, -3.6905], [3.7329, -0.4273, -3.7796], [4.1449, -2.0875, -3.3690], [0.8898, -0.8169, -3.2790], [2.0462, -1.8514, -4.7828], [1.8228, -2.7549, -3.2841], [1.0029, 0.1421, -3.8038], [-0.0692, -1.2443, -3.6018], [-2.0928, -0.3580, -1.6621], [0.1341, 2.3966, -2.9320], [-1.4121, 2.4721, -1.4413], [-0.0123, 3.8910, -3.2509], [1.1944, 2.1148, -3.0136], [-0.4183, 1.8079, -3.6785], [0.6826, 4.7929, -2.2217], [0.3905, 4.0882, -4.2516], [-1.0827, 4.1358, -3.2804], [0.3527, 4.4243, -0.7724], [1.7691, 4.7293, -2.3672], [0.4016, 5.8361, -2.4054], [0.4844, 2.9186, -0.5066], [1.0048, 4.9720, -0.0825], [-0.6798, 4.7219, -0.5468], [1.5403, 2.6210, -0.6014], [0.1955, 2.6888, 0.5294], [-2.0912, -1.8969, -1.6234], [-2.8296, -0.0220, -0.9064], [-3.4749, -2.4511, -1.9908], [-1.3439, -2.2903, -2.3292], [-1.8138, -2.2490, -0.6190], [-3.9909, -1.9021, -3.3253], [-3.4264, -3.5454, -2.0305], [-4.1724, -2.1844, -1.1846], [-3.8939, -0.3752, -3.4268], [-3.4152, -2.3541, -4.1438], [-5.0329, -2.2105, -3.4676], [-2.5160, 0.1748, -3.0326], [-4.1333, -0.0533, -4.4469], [-4.6427, 0.0756, -2.7617], [-1.7769, -0.1193, -3.7942], [-2.5512, 1.2734, -3.0284], [-0.2706, -1.4806, 2.9230], [-0.9011, -0.6900, 3.8030], [0.6432, -1.1313, 2.3990], [-2.1318, -1.2930, 4.6417], [-0.2040, -0.1835, 4.5787], [-2.0947, -2.8239, 4.6789], [-2.0874, -0.8703, 5.6523], [-3.0912, -0.9618, 4.2016], [-1.9344, -3.3836, 3.2690], [-1.2516, -3.1445, 5.3013], [-2.9983, -3.2227, 5.1578], [-0.6158, -2.8991, 2.5908], [-1.9333, -4.4864, 3.2860], [-2.7822, -3.0404, 2.6726], [0.2306, -3.5734, 2.9296], [-0.6760, -3.0653, 1.4871], [5.1458, 0.2208, 5.8264], [4.3397, 0.4144, 4.7742], [3.6707, 1.6346, 4.6131], [3.8585, 2.6184, 5.5234], [2.8287, 1.8255, 3.5505], [2.1852, 3.0068, 3.3948], [2.5643, 0.7833, 2.6105], [1.6226, 0.8739, 1.7285], [3.3377, -0.4090, 2.7574], [3.1809, -1.3939, 1.8320], [4.1707, -0.6016, 3.8234], [4.8277, -1.7755, 3.9785]],
  "forces_ev_per_angstrom": [[-0.601, 0.869, -6.612], [-0.136, 0.213, -0.033], [0.137, 0.005, -1.124], [-0.445, 1.674, 2.979], [-0.179, 0.094, -0.331], [0.300, 0.120, -0.308], [-0.185, -0.166, 0.651], [-0.218, -0.244, 0.615], [0.178, 0.019, 0.251], [0.149, 0.186, -0.131], [-0.170, -0.034, 0.006], [-0.038, -0.253, 0.066], [-0.020, -0.027, -0.271], [0.040, 0.116, -0.038], [-0.115, -0.145, -0.042], [0.025, 0.106, -0.065], [-0.014, -0.090, 0.181], [-0.061, -0.050, 0.045], [-0.069, 0.119, -0.054], [-0.133, 0.140, -0.269], [-0.004, -0.037, 0.151], [0.011, 0.066, -0.043], [-0.011, -0.268, 0.130], [0.302, 0.078, 0.040], [0.282, 0.258, 0.547], [-0.003, -0.004, -0.297], [0.200, 0.012, 0.027], [-0.081, 0.025, 0.127], [-0.284, 0.078, 0.042], [0.179, 0.181, 0.202], [0.131, -0.030, -0.041], [-0.098, 0.008, 0.130], [0.079, -0.019, -0.021], [-0.132, -0.200, -0.006], [-0.095, -0.030, 0.015], [0.103, -0.106, -0.012], [0.033, 0.199, 0.023], [-0.123, -0.034, -0.110], [0.062, 0.029, -0.012], [-0.304, 0.008, 0.103], [0.159, 0.043, -0.273], [-0.004, 0.033, -0.075], [0.054, -0.100, -0.302], [-0.009, 0.179, 0.154], [-0.124, 0.082, 0.172], [-0.014, 0.065, -0.166], [0.156, -0.021, -0.063], [-0.064, 0.137, 0.026], [0.069, -0.037, -0.114], [-0.080, 0.049, 0.198], [-0.012, 0.047, 0.057], [0.147, 0.018, -0.032], [0.039, -0.082, -0.251], [-0.022, -0.030, 0.151], [0.044, -0.050, -0.075], [-0.185, 0.088, 0.183], [0.002, -0.250, -0.008], [2.205, -1.618, -2.927], [0.380, -1.524, 8.352], [-0.203, -0.002, 0.759], [0.260, 0.566, -0.692], [-0.767, -0.681, -1.519], [0.376, 0.104, 0.021], [0.110, -0.048, -0.236], [0.495, -0.171, 0.182], [0.416, -0.178, -0.347], [0.004, -0.011, -0.011], [0.124, 0.186, -0.165], [-0.887, -0.970, -0.095], [-0.091, 0.408, -0.041], [0.029, -0.157, -0.042], [-0.603, 1.016, -0.238], [0.091, 0.209, 0.697], [0.143, -0.004, 0.144], [-0.306, 0.024, -0.458], [0.627, -0.263, 0.610], [-0.040, -0.419, -0.349], [-0.276, -0.471, -0.730], [0.057, -0.311, 0.172], [-0.662, -0.125, -0.136], [-0.057, 0.009, 0.223], [-0.604, 0.578, -0.423], [-0.048, 0.213, 0.362], [0.615, 0.081, 0.834], [-0.232, 0.524, -0.043]]
}

---

Number 1: energy -5837.3827 Ha, strongest force on any atom 3.1 eV/Å. Number 2: energy -4290.0001 Ha, strongest force on any atom 2.9 eV/Å. Number 3: energy -2776.9736 Ha, strongest force on any atom 8.5 eV/Å.